FH3NO2P | ωB97M-V/def2-TZVPD

Summary:
highest occupied orbital energy: -10.35 eV
max |F|: 4.8 eV/A
ΔE to the lowest compared entry with this formula, charge and spin: 67.2 kJ/mol
molar mass: 99.0 g mol⁻¹
SMILES: N=P(O)(O)F
Kohn-Sham gap: 10.687 eV
spin multiplicity: 1

```
8
Properties=species:S:1:pos:R:3:forces:R:3
N 1.1773 0.3216 -1.0156 3.464 -0.287 0.777
P 0.0138 -0.0923 -0.1648 -1.501 -4.597 0.029
O -1.0045 0.9715 0.3478 0.317 1.863 -0.688
O 0.0469 -1.0354 1.2047 -2.264 1.596 -1.141
F -0.9262 -0.9683 -1.1644 0.255 0.697 1.527
H 2.1162 -0.1569 -0.8279 -1.898 1.239 -0.500
H -0.5241 1.7751 0.0581 -0.862 0.424 0.379
H -0.8995 -0.8153 1.5622 2.489 -0.935 -0.383
```
Forces are in eV/Å.